[1]
C25H29IrN2O10Se as an isolated structure in a non-equilibrium geometry, computed with wB97M-V/def2-TZVPD.

Charge: -1
Spin multiplicity: 2
ΔE to the lowest compared entry with this formula, charge and spin in kcal per mole: 44.4
E_tot in hartree: -4337.85763
Kohn-Sham gap (spin up / spin down) in eV: 6.429 / 6.985

Positions of all 68 atoms, in Å:
H1 3.2272 0.3754 4.8244
O1 2.6634 -3.8487 1.1557
C1 1.5038 -1.4574 -4.3395
O2 -2.6087 2.3599 0.0777
H2 1.6672 2.2288 -0.6940
C2 3.8212 3.6685 4.9159
N1 -1.2254 0.5238 0.1756
Ir1 0.6174 -0.3376 -0.0523
O3 -0.6553 -1.3650 -1.3800
H3 0.2177 -4.9616 1.1712
C3 2.0893 0.8837 -5.7258
C4 3.9024 2.3604 5.3221
O4 4.3336 4.7842 5.5326
C5 1.7499 0.7452 2.6500
H4 0.3202 -1.1063 2.5206
H5 1.5217 -2.4910 3.8270
H6 -2.2382 -1.1965 0.8358
O5 1.2169 -0.1355 3.3341
H7 4.7098 6.5383 4.5129
H8 0.0799 -3.5106 3.9757
Se1 2.5043 -0.5681 -1.8223
H9 0.1802 2.7014 0.9889
C6 1.3953 -1.3967 -5.7237
C7 -0.3156 -4.0222 1.3050
C8 1.9855 -0.3284 -3.6449
H10 0.4845 1.9458 -1.8311
H11 0.6894 -3.4437 -4.3061
H12 2.0737 2.9909 -4.0579
H13 2.7300 -0.0764 -8.3165
H14 3.7046 2.3495 -3.8228
C9 2.2261 0.8718 -4.3426
C10 1.7233 -0.2514 -6.4351
H15 2.4871 2.0810 -2.5910
O6 1.9912 -1.9121 0.2868
C11 2.6434 2.1485 -3.6606
H16 1.3576 -1.1866 -8.3412
O7 3.2635 5.3961 3.5804
C12 1.8652 -2.9340 1.0906
H17 -1.2000 -4.1818 1.9260
N2 0.7176 1.9130 -0.8458
H18 1.0466 -2.2715 -6.2626
H19 -0.4461 3.6549 -0.3754
H20 -3.2660 -0.0037 -0.0357
H21 -0.6438 -3.6521 0.3308
C13 0.5891 -2.9742 1.9440
H22 1.9605 -3.1528 -3.0994
C14 1.7175 -0.2393 -7.9410
H23 2.2933 1.8035 -6.2675
H24 4.4423 2.0837 6.2171
H25 3.1300 6.4536 5.3489
C15 0.9724 -3.3172 3.3756
C16 3.8686 5.8927 4.7668
O8 1.6630 0.9111 1.3874
H26 1.0901 0.5655 -8.3292
H27 0.3609 -2.4812 -2.8499
H28 2.0465 3.4014 2.0360
C17 1.1052 -2.7117 -3.6130
C18 2.5640 1.7836 3.3790
C19 -0.2325 2.6480 -0.0173
C20 3.2399 1.4164 4.5331
O9 -2.8112 -1.6838 -1.9310
C21 3.1756 4.0333 3.7511
O10 -0.0706 -1.7292 1.8517
C22 -1.5004 1.8358 0.0720
C23 -2.2800 -0.4506 0.0363
H29 1.6062 -4.2011 3.3678
C24 -1.9444 -1.2257 -1.2103
C25 2.5491 3.1168 2.9494

[2]
C25H29IrN3P2 as an isolated structure in a non-equilibrium geometry, computed with wB97M-V/def2-TZVPD.

Charge: +2
Spin multiplicity: 6
ΔE to the lowest compared entry with this formula, charge and spin in kcal per mole: 0.0
E_tot in hartree: -1920.56388
Kohn-Sham gap (spin up / spin down) in eV: 6.924 / 2.670

Positions of all 60 atoms, in Å:
H1 -1.9803 0.0663 -0.3231
C1 1.7071 2.5863 0.3158
C2 1.0710 -1.1082 -2.8877
H2 0.3358 -2.5577 2.0939
H3 2.7841 1.6302 2.9962
P1 0.9766 1.3238 1.4490
C3 0.1397 4.3539 -0.6041
C4 -2.7830 -0.9280 3.6137
H4 1.9996 0.0303 3.1888
H5 2.8201 -0.7077 -1.6464
C5 -2.1603 -0.4247 2.4736
H6 -2.5264 0.4596 1.9396
C6 0.0254 2.1159 -1.5012
C7 -0.9166 4.7435 -1.4422
H7 3.1625 -3.1923 0.2298
H8 2.6389 -2.4137 -2.1657
C8 0.2458 0.0149 -2.6319
C9 0.6340 3.0538 -0.6351
C10 -0.1799 -1.5318 -4.9270
H9 2.5450 2.1108 -0.2146
C11 -1.1216 -2.6605 3.6874
N1 -3.4024 -3.1234 6.3337
H10 -0.3420 -2.1727 -5.7965
H11 0.8031 -4.1417 -1.1401
C12 2.3588 0.7696 2.4621
C13 -0.5510 -2.1092 2.5541
C14 -0.9719 -0.4205 -4.6978
C15 -2.8967 -2.6450 5.3920
N2 -1.0612 -1.0133 1.9693
P2 1.2106 -1.8901 -0.2815
H12 -0.5490 1.6946 3.2924
H13 -1.7397 -0.1213 -5.4089
C16 -1.0365 2.4953 -2.3752
H14 2.0869 3.4107 0.9301
H15 -2.4472 1.7322 -3.8206
H16 -0.5927 -3.0573 -1.4152
H17 3.1896 -1.6104 1.0775
Ir1 -0.1091 -0.1846 0.2554
N3 0.3163 0.7421 -1.4283
C17 -2.2676 -2.0757 4.2237
H18 -1.8523 0.1082 -1.0998
H19 -0.3020 -3.7270 0.2090
H20 3.1313 0.3108 1.8342
H21 1.4499 -2.7682 -4.1802
C18 -0.7973 0.3790 -3.5334
C19 2.0967 -1.5107 -1.8579
H22 2.1702 -2.9385 1.6880
C20 2.5602 -2.4587 0.7846
C21 -1.5743 1.5040 -3.2137
H23 -3.6509 -0.4107 4.0155
C22 0.8393 -1.8757 -4.0266
H24 -2.2731 4.1422 -3.0146
C23 -1.4789 3.8460 -2.3288
C24 -0.1057 2.3252 2.5137
H25 -1.2831 5.7696 -1.3779
H26 0.5732 5.0524 0.1106
H27 -0.9177 2.7641 1.9216
H28 0.4703 3.1332 2.9830
C25 0.1854 -3.3486 -0.6983
H29 -0.6569 -3.5405 4.1360

[3]
C25H29N2PRhSSe2 as an isolated structure in a non-equilibrium geometry, computed with wB97M-V/def2-TZVPD.

Charge: -1
ΔE to the lowest compared entry with this formula, charge and spin in kcal per mole: 41.1
E_tot in hartree: -6732.51585
Kohn-Sham gap (spin up / spin down) in eV: 5.485 / 5.576

Positions of all 61 atoms, in Å:
C1 -1.9018 -0.6121 -2.2269
H1 -5.1923 -1.4665 -2.4422
C2 -1.8283 0.1289 1.6148
H2 -2.2182 4.2758 -4.7957
H3 2.7097 4.2791 -0.0378
C3 1.2705 0.7943 2.6756
C4 -0.0288 1.5909 2.4862
C5 4.6861 4.0056 -0.8072
H4 -1.2519 1.9583 0.9023
Rh1 0.4123 0.4483 -0.6067
C6 -1.1383 0.4124 -1.6053
H5 0.2295 2.6339 2.2895
H6 5.5002 1.9171 -3.3307
Se1 1.8899 -0.7866 -2.0020
C7 -3.5938 -2.4969 -3.4402
C8 -2.2242 -2.5302 -3.6677
H7 -1.8041 -3.2978 -4.3060
H8 -2.0464 -1.9641 2.0039
C9 0.2359 2.6513 -3.1296
H9 -1.4023 2.8273 -6.6241
H10 2.5530 1.1011 1.0869
H11 -0.6963 -1.2471 2.8657
H12 1.9555 1.3993 3.2872
H13 0.4359 1.2244 -6.1857
H14 3.1311 1.3941 -3.1667
H15 -0.3113 -1.6773 -3.1847
C10 -0.9418 2.7796 -5.6464
S1 -0.1074 -1.8248 0.5963
H16 1.1747 -2.2373 2.5567
H17 1.4183 1.0488 -3.9538
H18 -4.2434 -3.2295 -3.9023
P1 0.9239 2.4957 -1.4413
C11 2.7340 2.8243 -1.6050
N1 -0.8276 1.1474 1.3537
C12 4.8947 2.4431 -2.6045
H19 1.8959 -2.9665 1.1369
C13 3.3282 3.7495 -0.7497
C14 -0.8123 3.5297 -3.3747
C15 3.5420 2.1685 -2.5338
C16 -1.3966 3.5921 -4.6244
H20 -1.1668 4.1619 -2.5745
C17 -1.3827 -1.6272 -3.0585
C18 1.4518 -2.0476 1.5189
N2 1.8842 0.4090 1.4096
H21 1.0785 -0.1163 3.2508
H22 2.9477 -1.0193 0.3919
C19 -4.1227 -1.5138 -2.6138
H23 -2.4964 0.4113 2.4493
H24 -3.7130 0.2374 -1.4511
Se2 0.1031 4.1004 -0.2423
C20 2.4821 -0.9201 1.3778
H25 -0.6080 1.5524 3.4226
C21 0.6781 1.8169 -4.1529
H26 5.1217 4.7245 -0.1231
C22 5.4766 3.3566 -1.7391
H27 3.2499 -1.0623 2.1594
H28 6.5397 3.5593 -1.7921
C23 0.0948 1.8892 -5.4047
C24 -3.2989 -0.5705 -2.0419
H29 -2.4385 0.0474 0.7106
C25 -1.2313 -1.2428 1.9183

[4]
C25H30AuF3N2O8S2Si as an isolated structure, computed with wB97M-V/def2-TZVPD.

Spin multiplicity: 3
ΔE to the lowest compared entry with this formula, charge and spin in kcal per mole: 0.0
E_tot in hartree: -3203.18649
Kohn-Sham gap (spin up / spin down) in eV: 7.027 / 3.876

Positions of all 72 atoms, in Å:
F1 -0.2403 4.0233 -2.3090
C1 -0.2749 -5.0791 1.0294
S1 -4.5777 5.2765 -0.6739
H1 -0.2982 -6.1501 0.8815
H2 -1.0455 -5.1631 3.0465
O1 2.4972 1.5057 -1.8871
C2 -0.6986 -4.5224 2.2462
C3 -0.7054 -0.3704 2.7283
C4 -1.8257 1.1053 4.7644
N1 -1.5806 0.1293 -1.2301
C5 1.8021 -1.2786 -3.4726
H3 -1.6913 -0.2665 -2.1559
H4 3.4536 -3.3058 -1.4442
H5 3.8899 2.3891 0.8699
H6 2.5403 -0.6503 -2.9657
C6 -0.2131 -2.3139 1.4343
H7 -2.9601 3.7706 1.1908
H8 2.2556 -1.6514 -4.3978
H9 0.4733 -4.7074 -0.9093
H10 0.1950 1.5822 5.3172
C7 -2.6397 0.4057 3.8834
C8 0.1651 -4.2682 0.0266
C9 3.7084 0.3189 1.2302
C10 -2.2457 2.0408 0.1227
O2 -4.0019 6.1367 -1.6894
C11 -0.1007 -3.6230 -3.3181
H11 -2.2678 1.7083 5.5469
O3 -4.3382 5.6933 0.6956
C12 0.1232 0.2967 3.6073
O4 2.9422 -0.3905 0.5987
C13 0.2188 -2.8393 0.1520
H12 -4.1806 3.4969 -2.8972
H13 4.8839 -1.0661 2.3315
H14 2.4725 -4.7651 -1.6276
H15 5.6977 0.4975 2.0947
Si1 1.2735 -2.7128 -2.4350
C14 3.4026 1.7337 1.6035
H16 3.8192 1.9753 2.5802
C15 -3.6247 3.0814 -2.0662
H17 -0.9846 -2.7232 3.3775
C16 -2.0806 -0.3399 2.8567
H18 -1.6718 1.6405 0.9523
H19 -2.9151 1.3735 -3.1519
F2 0.1102 2.1200 -3.3067
O5 0.7406 2.1564 -0.3762
C17 -2.2522 1.3710 -1.0995
H20 -3.7167 0.4565 3.9791
H21 1.1961 0.2300 3.4765
O6 -5.9351 4.8357 -0.9513
C18 0.6936 3.2038 -2.7533
H22 0.9595 -0.6342 -3.7467
C19 5.0509 -0.2446 1.6308
H23 -0.4834 -4.4862 -2.7693
C20 -0.6678 -3.1532 2.4380
N2 0.5994 -2.0728 -0.8860
C21 -2.9437 3.2255 0.2557
S2 1.7584 2.6444 -1.3641
Au1 0.7855 -0.0142 -0.6519
O7 2.5196 3.7782 -0.9489
H24 2.3360 1.9470 1.5617
H25 -2.7119 -0.8720 2.1522
H26 -0.9442 -2.9550 -3.5202
H27 -1.8447 -0.5441 -0.5216
C22 2.7357 -3.8152 -2.0960
H28 5.5401 -0.6639 0.7506
C23 -2.9255 1.9021 -2.2020
H29 0.2749 -3.9800 -4.2825
C24 -0.4452 1.0431 4.6303
F3 1.4242 3.8072 -3.6774
O8 -0.1103 -0.9891 1.6202
C25 -3.6344 3.7457 -0.8373
H30 3.2388 -4.0359 -3.0413